# 1
Formula: C25H24MgN3O3
Source: OMol25
Level of theory: ωB97M-V/def2-TZVPD

For the LUMO energy, the calculation gives 2.86 eV. The total energy is -42376.88766 eV. As for the largest force on an atom: 1.62 eV Å⁻¹. Its energy above the lowest of the compared OMol25 structures with the same formula, charge and spin is 1.170 eV.

Geometry as ORCA input:
```
! wB97M-V def2-TZVPD RIJCOSX def2/J DEFGRID3
* xyz -1 1
Mg -0.86242 0.49270 -0.12791
O -1.79203 0.86979 1.34339
O -0.17126 1.97179 -0.90808
O 0.30156 4.11859 -0.56487
N -1.68496 -2.74207 3.21774
N -2.83834 -1.87574 1.55836
N -1.15297 -0.75824 -1.83481
C 3.58956 2.57638 -4.05191
C 1.66872 2.86427 -2.05621
C 2.02210 3.94055 -2.86137
C 2.16265 -2.26210 -0.99497
C -1.87035 0.86993 2.61844
C -2.20195 -1.59982 2.67609
C 2.31008 1.64439 -2.24042
C -2.06772 -0.32920 3.36016
C -0.93702 0.02226 -3.03348
C 0.82497 -0.61706 0.19027
C 3.26905 1.50761 -3.23057
C -2.51462 -1.24232 -1.78105
C 0.98156 -1.54639 -0.83404
C -0.20149 -1.85498 -1.72241
C -2.01527 -3.78093 2.39142
C 3.07806 -1.16322 0.92323
C 3.21100 -2.07412 -0.11044
C -1.75766 2.05720 4.74462
C -2.08347 -0.30455 4.75297
C 1.90405 -0.43762 1.04840
C -1.72550 2.05968 3.37150
C -1.93731 0.87383 5.45427
C 0.51193 3.02262 -1.06566
C -2.73252 -3.21876 1.37784
C 2.96617 3.79782 -3.86213
H 0.14446 -2.18423 -2.71694
H 3.20283 4.63095 -4.51107
H 2.06080 0.81085 -1.59723
H -1.63382 2.98552 5.28695
H -3.19537 -3.69784 0.53404
H -1.95690 0.87516 6.53610
H -1.55395 2.97113 2.81523
H -1.72541 -4.79061 2.60679
H -2.71538 -2.01014 -2.54926
H 1.82706 0.28463 1.85325
H 4.13180 -2.63080 -0.22947
H -1.09790 -2.78609 4.03451
H -1.59832 0.88750 -3.01461
H 2.26866 -2.97032 -1.81300
H -0.71817 -2.71331 -1.27447
H 4.32727 2.46840 -4.83608
H -1.13543 -0.55331 -3.95622
H 3.75771 0.55269 -3.37187
H 0.08274 0.39827 -3.05406
H -2.24260 -1.22816 5.29846
H -3.20206 -0.41246 -1.93861
H 1.53817 4.88909 -2.68358
H -2.71199 -1.64862 -0.79211
H 3.89124 -1.01060 1.62488
*
```

# 2
Formula: C25H24N2O4S
Source: OMol25
Level of theory: ωB97M-V/def2-TZVPD

Its structure (SMILES) is CCCCOc1cccc([C@@H]2C(C(=O)c3cccs3)=C(O)C(=O)N2Cc2cccnc2)c1. For the LUMO energy, the calculation gives -0.28 eV. The total energy is -48320.21518 eV. As for the largest force on an atom: 0.70 eV Å⁻¹. Its energy above the lowest of the compared OMol25 structures with the same formula, charge and spin is 0.278 eV.

Geometry as ORCA input:
```
! wB97M-V def2-TZVPD RIJCOSX def2/J DEFGRID3
* xyz 0 1
S 5.30906 -1.07907 0.58560
O 2.11174 -1.37385 -1.64362
O -2.30983 -1.36446 1.31547
O 3.76068 3.86827 0.07433
O 5.17713 1.53937 -0.65716
N -2.00233 2.80807 -1.88574
N 1.86129 2.55826 -0.08694
C -2.84823 -1.47806 0.01115
C 4.23320 -1.57012 -0.67907
C 3.85401 1.53731 -0.48947
C -0.50092 3.15713 -0.05770
C -4.84230 -2.38048 -1.24543
C -0.38824 -0.14967 0.45370
C 0.56639 -0.04534 3.05231
C -2.94444 2.45986 -1.02597
C -0.63154 -0.67423 2.78640
C -1.12048 -0.73702 1.47923
C 0.88058 3.49880 0.41576
C 2.92762 0.56664 -0.61642
C -1.50098 2.79179 0.83497
C -6.16939 -3.12068 -1.13564
C 1.29264 0.54472 2.03031
C -4.17691 -2.21743 0.11808
C 3.02333 -0.83712 -1.03461
C 5.80097 -3.27478 -0.64347
C 1.56271 1.17273 -0.38420
C -2.74895 2.44255 0.34667
C 0.80609 0.49712 0.73337
C -0.81957 3.15259 -1.41355
C 6.27106 -2.47341 0.35460
C 4.62962 -2.76773 -1.22477
C 3.18150 2.81594 -0.12734
H 2.23045 1.03912 2.23751
H -1.30167 2.77276 1.89706
H -3.89560 2.18547 -1.46341
H 5.47849 2.45377 -0.50008
H -0.73316 -0.18461 -0.56719
H -6.01856 -4.11274 -0.71651
H -6.85717 -2.57817 -0.49097
H -0.08310 3.43668 -2.15500
H -6.62864 -3.22780 -2.11521
H 0.90189 3.50125 1.51367
H 7.13615 -2.62505 0.97003
H -4.83343 -1.66138 0.78981
H 1.18540 4.49192 0.06736
H -3.99698 -3.19655 0.56484
H -3.00568 -0.47957 -0.42129
H 6.27283 -4.19310 -0.94328
H 0.97300 1.09739 -1.30749
H -3.54443 2.15382 1.01578
H -5.00982 -1.39523 -1.68645
H -4.17263 -2.93018 -1.91019
H 0.93888 -0.01057 4.06509
H -1.21101 -1.13102 3.57280
H -2.15599 -2.03362 -0.63559
H 4.08530 -3.24030 -2.02216
*
```

# 3
Formula: C25H24N3O2
Source: OMol25
Level of theory: ωB97M-V/def2-TZVPD

Its structure (SMILES) is COc1ccc([C@H](c2cn(C)c3ccccc23)[n+]2c[nH]c3ccc(OC)cc32)cc1. For the LUMO energy, the calculation gives -2.76 eV. The total energy is -34874.03136 eV. As for the largest force on an atom: 1.30 eV Å⁻¹. Its energy above the lowest of the compared OMol25 structures with the same formula, charge and spin is 0.000 eV.

Geometry as ORCA input:
```
! wB97M-V def2-TZVPD RIJCOSX def2/J DEFGRID3
* xyz 1 1
O 5.33054 -1.57038 1.38486
O 0.35448 5.42157 -1.42427
N -1.98861 -2.98858 1.23602
N -0.29967 0.49287 -0.89687
N -0.65133 0.27067 -3.02968
C -0.78446 -2.32898 1.10958
C -0.03641 0.09376 0.47608
C 1.42475 -0.33774 0.62494
C 4.06485 -1.18778 1.05253
C -3.27135 0.30240 0.56836
C -1.00899 -0.98929 0.80860
C -0.18194 1.78404 -1.45905
C -0.54896 -0.38565 -1.86525
C -4.65923 0.12891 0.72506
C -5.21652 -1.12042 1.05083
C 2.30631 0.44038 1.38895
C -2.12158 -4.38157 1.61464
C 0.11780 4.13097 -1.76790
C -4.39891 -2.25486 1.20762
C -3.03016 -2.06891 1.06644
C 0.48838 5.92604 -0.08019
C 5.81816 -2.83995 0.88905
C 0.12701 3.00917 -0.89176
C 3.61695 0.04032 1.58984
C -2.44675 -0.79944 0.78628
C 3.19850 -1.95333 0.23492
C -0.44557 1.63110 -2.80622
C -0.40837 2.70126 -3.69317
C 1.89552 -1.49103 0.01599
C -0.13971 3.95478 -3.16383
H 6.83173 -2.91368 1.28374
H 0.16042 -2.84366 1.26702
H 1.23668 -2.06723 -0.63238
H -0.71998 -1.44301 -1.70331
H 5.83995 -2.85273 -0.21153
H 1.95854 1.38459 1.81327
H 1.35098 5.47544 0.43021
H -2.84332 1.26872 0.30336
H -1.67843 -4.54064 2.60791
H -0.79403 -0.18183 -3.92789
H -0.56508 2.54070 -4.75918
H -4.78893 -3.24825 1.44036
H 5.20653 -3.67578 1.26211
H -1.60260 -5.03271 0.89503
H -0.22494 0.97209 1.09916
H -0.09719 4.85716 -3.77119
H -5.32571 0.98001 0.58297
H -6.29502 -1.21927 1.18968
H -0.43690 5.78702 0.49785
H -3.18409 -4.64281 1.64165
H 3.51677 -2.90430 -0.19521
H 0.36856 3.05427 0.17544
H 0.66591 6.99539 -0.23390
H 4.31541 0.62020 2.19244
*
```

# 4
Formula: C25H24N3O5PdS2
Source: OMol25
Level of theory: ωB97M-V/def2-TZVPD

For the LUMO energy (alpha / beta), the calculation gives -2.32 / -2.40 eV. The total energy is -66169.97966 eV. As for the largest force on an atom: 2.07 eV Å⁻¹. Its energy above the lowest of the compared OMol25 structures with the same formula, charge and spin is 1.413 eV.

Geometry as ORCA input:
```
! wB97M-V def2-TZVPD RIJCOSX def2/J DEFGRID3
* xyz 0 2
Pd -0.62443 -0.18270 0.35167
S 0.02888 -3.68187 0.97144
S -3.23717 -0.93782 0.65687
O -2.38458 -0.37807 1.74314
O -2.46247 -0.78750 -0.62316
O -4.56755 -0.41129 0.60765
O -0.99586 3.60926 2.09516
O 3.01121 -2.05719 2.17968
N 1.63489 -1.59947 0.34827
N 0.74990 0.58652 1.80404
N -0.96212 2.02146 0.42627
C 3.80206 -2.02149 -0.85210
C -3.70886 3.58345 -1.48566
C 0.33242 2.25409 -2.03807
C -3.09768 3.70183 -2.72314
C -3.75266 2.87419 0.91558
C 2.39858 -2.17451 -0.73999
C 1.92038 -0.02343 3.76800
C -1.71060 2.60577 -0.58114
C -0.69973 2.51281 1.64958
C 1.33371 1.03091 4.45375
C 0.42866 -2.15445 0.83815
C -1.79119 3.26627 -2.90178
C 1.58556 -0.21342 2.44589
C -1.08762 2.71328 -1.84995
C 3.77180 -3.46532 -2.79920
C 2.39251 -3.46266 -2.77382
C 2.18373 -1.36476 1.70198
C -3.36828 -2.65883 0.97968
C 4.65385 -1.10249 -0.00677
C 0.19096 -2.65924 -1.97210
C 0.46205 1.86435 3.78490
C 0.19661 1.60689 2.45131
C 4.45381 -2.70249 -1.87515
C 1.68234 -2.79323 -1.78443
C -3.04645 3.03155 -0.39892
H -4.74812 3.31490 0.86590
H -3.81906 -3.13849 0.10932
H 1.02429 2.90104 -1.49445
H -4.00501 -2.76840 1.85878
H -3.64449 4.12805 -3.55537
H -0.02063 2.71120 4.25395
H -3.19411 3.35131 1.71859
H 1.55178 1.19409 5.50220
H 0.48223 1.24710 -1.65423
H 2.62819 -0.70072 4.22529
H 4.82535 -1.48910 0.98786
H 4.30872 -3.99697 -3.57600
H -2.37542 -3.05069 1.17744
H -0.13495 -1.64070 -1.77863
H -0.05934 -2.87047 -3.01108
H 5.62209 -0.96997 -0.48669
H -1.31914 3.35911 -3.87371
H -4.73310 3.91742 -1.35604
H -0.40100 -3.32145 -1.34966
H 4.18706 -0.11638 0.09685
H 1.83730 -3.96788 -3.55683
H 0.60303 2.26522 -3.09378
H 5.53272 -2.61070 -1.94617
H -3.86501 1.82205 1.16884
*
```

> Which value of largest force on an atom does entry 1 give?

1.62 eV Å⁻¹